Below is a cluster of 2 separate species, C12H17BBrF6IO3PSi in total at a distorted geometry, with properties calculated with ωB97M-V/def2-TZVPD.

```
43
Properties=species:S:1:pos:R:3:forces:R:3:mulliken_charge:R:1
H -1.0267 2.6982 1.8662 0.358 -0.646 -1.734 0.426
H 1.4836 1.9262 2.3708 0.188 0.358 -1.910 0.294
C 2.6210 2.7954 -3.3851 -0.203 -0.489 1.120 -1.038
H -3.4331 1.9482 -1.2363 -0.661 -1.125 1.332 0.315
H 0.5105 -1.6168 1.0503 0.369 -0.271 -1.784 0.077
F -0.4291 -4.4111 4.0713 1.454 1.679 1.587 -0.343
H 3.6882 3.1860 -3.5062 -1.608 -0.459 -0.141 0.321
H -0.9619 -1.2318 -2.6667 -0.749 -0.218 0.774 0.285
F -0.5295 -2.9101 2.4539 0.219 2.729 1.205 -0.268
H 2.8449 -2.2201 -1.0916 -0.580 0.230 1.575 0.256
H 3.9904 1.8429 1.4733 -1.258 0.353 -1.244 0.302
H 4.5536 2.1950 -1.1277 -1.638 0.160 0.570 0.270
C 0.8385 -1.7804 -0.0410 2.036 -0.540 1.099 0.087
H -4.1015 2.0134 0.5094 0.537 -1.179 -1.296 0.298
H 2.8882 -0.7972 0.0675 -0.797 -1.619 -0.121 0.108
C 0.5641 2.3940 0.2220 2.666 -0.037 -0.295 0.541
O 0.4869 -0.6330 -0.8665 -2.453 -0.164 0.212 -0.341
O -5.7347 0.4571 -1.1907 4.450 -1.528 2.406 -0.539
Br -2.1656 -0.2564 2.4232 0.145 0.629 -1.038 -0.330
C 2.4635 -1.8635 -0.0702 -0.637 0.811 0.040 -0.915
Si -1.9098 0.7637 0.3602 -0.439 0.958 1.874 -0.160
B -0.9313 -0.3921 -0.9018 1.308 -2.512 -2.528 1.062
C -3.6277 1.3188 -0.2848 -0.138 -0.225 0.185 -0.243
C 0.8904 2.6314 -1.2931 2.653 -0.778 2.936 -0.426
H 0.0046 2.8371 -1.9794 1.446 -0.269 0.880 0.192
F -1.0107 -5.8752 2.8774 -0.962 -2.303 -0.998 -0.346
P -1.2844 -4.2991 2.7143 -0.245 -0.446 0.267 0.915
C 3.4736 2.2752 -0.7766 -3.162 0.192 0.860 -0.549
I -4.4143 -1.9575 -0.0815 0.176 0.920 -0.055 0.147
C -0.9379 2.4068 0.7539 0.537 1.237 -0.845 -0.916
H -1.4881 3.2465 0.1720 0.790 -1.238 0.854 0.342
C -4.6566 0.1345 -0.6018 -4.026 2.716 -2.413 0.022
H 0.4067 -2.7691 -0.4111 0.321 1.443 0.401 0.263
F -2.7066 -4.7056 2.0794 -0.996 -1.208 -2.491 -0.314
F -2.3628 -3.4583 3.5610 -0.019 1.480 2.460 -0.312
H 1.8244 3.5221 -3.7651 1.360 -0.845 0.451 0.307
C 1.6955 2.1188 1.2636 1.292 0.419 -4.211 -0.487
H 2.4800 1.8077 -3.9705 0.376 1.539 1.038 0.230
F -0.6799 -4.4400 1.2286 0.548 -2.055 -2.003 -0.329
O -1.6592 -1.0384 -1.9914 2.093 1.785 1.156 -0.630
C 2.3675 2.5742 -1.8226 -1.514 -0.699 3.480 0.611
H 2.8274 -2.4997 0.8054 -0.458 0.643 -1.415 0.324
C 3.1478 2.0620 0.7382 -2.781 0.572 -2.241 -0.510
```
Positions in Å, forces in eV/Å.

- strongest force on any atom (eV/A) = 5.42
- electronic energy (Ha) = -4819.94565
- gap between HOMO and LUMO (eV) = 8.63
- HOMO energy (eV) = -6.5076
- total charge = -1

Below is a cluster of 2 separate species, C12H17BFN2O4 in total, with properties calculated with ωB97M-V/def2-TZVPD.

```
37
Properties=species:S:1:pos:R:3:forces:R:3:mulliken_charge:R:1
C -2.1313 -0.2360 3.1645 0.225 0.149 0.022 -1.159
O -2.7020 0.7587 -2.0800 -0.185 0.100 -0.218 -0.584
O -3.0039 0.9798 -4.2037 -0.026 0.025 -0.021 -0.672
C -0.8955 0.3776 -3.4505 -0.080 0.035 0.054 -0.284
H 1.3329 -0.0098 -5.9351 0.001 0.001 0.002 0.352
F -2.3662 -2.2355 1.9286 -0.021 -0.065 -0.020 -0.426
C 1.6943 -0.7962 1.1780 -0.008 0.132 -0.163 0.739
C 0.9230 0.0145 -4.9332 -0.018 -0.001 0.008 -0.336
N 0.6278 0.0426 0.8862 0.020 0.012 0.575 0.101
H 2.8157 0.2177 2.7489 -0.029 -0.037 0.000 0.309
C 0.6231 1.3565 1.4059 -0.027 -0.005 0.096 0.760
H -1.6400 -0.1301 4.1366 -0.081 -0.073 0.034 0.272
C -1.4038 -1.2223 2.2430 0.048 0.056 0.072 0.442
H 1.6648 -0.9865 3.3315 0.021 -0.017 -0.043 0.275
H 0.5207 0.7438 3.5235 -0.076 0.024 -0.035 0.192
B -0.8422 -0.6404 0.8197 -0.148 -0.329 -0.475 -0.001
H 2.7612 -0.5721 -3.9943 -0.001 -0.005 -0.002 0.391
H -0.5400 0.0984 -1.3531 -0.017 0.029 -0.020 0.300
H 1.8097 -0.5292 -1.6904 -0.046 -0.035 -0.024 0.207
C -0.1218 0.0753 -2.3477 -0.012 0.029 -0.054 0.374
H 1.4894 2.1904 3.1799 -0.018 0.013 -0.007 0.385
N -2.3136 0.7362 -3.2253 0.220 -0.100 0.093 1.031
H -0.2675 2.2750 3.0955 0.020 -0.003 -0.005 0.361
C 1.2053 -0.2741 -2.5520 0.111 0.026 -0.038 -0.205
H -1.0543 0.5996 -5.5739 -0.013 0.007 0.025 0.442
C 2.3777 -0.7604 2.5376 0.158 0.146 -0.024 -1.259
C -0.4057 0.3567 -4.7451 0.035 -0.012 -0.090 -0.509
H 3.1655 -1.5088 2.5283 0.020 0.006 0.010 0.366
H -1.6126 0.1886 0.3778 0.052 0.116 0.146 -0.202
H -2.1759 0.7600 2.7200 -0.129 -0.024 -0.055 0.205
H -0.6450 -1.7651 2.8269 0.028 0.033 -0.052 0.073
H -0.7558 -1.5722 0.0431 0.068 0.019 0.093 -0.205
O 2.1120 -1.5861 0.3522 -0.086 -0.295 0.067 -0.635
C 0.5919 1.6327 2.9056 0.048 -0.002 0.028 -1.281
C 1.7240 -0.3011 -3.8386 -0.049 0.010 0.017 -0.610
O 0.5901 2.3069 0.6607 -0.035 0.020 -0.035 -0.599
H -3.1521 -0.5847 3.3288 0.032 0.014 0.034 0.392
```
Positions in Å, forces in eV/Å.

- strongest force on any atom (eV/A) = 0.60
- electronic energy (Ha) = -1002.63249
- energy above the lowest of the compared OMol25 structures with the same formula, charge and spin (kJ/mol) = 0.0
- gap between HOMO and LUMO (eV) = 7.85
- HOMO energy (eV) = -5.1560
- total charge = -1

Below is the molecule C12H17BOS at a distorted geometry, with properties calculated with ωB97M-V/def2-TZVPD.

```
32
Properties=species:S:1:pos:R:3:forces:R:3:lowdin_spin:R:1
H -3.4324 0.9181 0.2282 1.107 0.829 -0.675 0.001
H -1.8422 -2.4000 0.9693 -0.195 1.607 -0.298 0.000
H -3.0442 -1.1120 1.4373 -0.987 -1.024 -0.259 0.000
C 3.9868 -0.3427 -3.0516 -0.770 0.389 -0.513 0.185
C -1.0795 0.4750 1.7821 1.390 -1.051 0.331 0.045
H -1.2700 2.5403 2.4193 -0.902 -1.149 0.383 0.005
H -0.2569 -1.4624 2.4355 -0.396 -0.715 -0.484 0.004
C -0.9476 -0.7197 2.7962 4.160 2.760 0.148 0.045
S 0.6753 1.0382 1.4424 -0.811 0.184 0.492 0.686
H 2.5781 -1.4020 -4.3679 0.014 0.523 1.633 -0.002
C -2.4560 0.8407 -0.3523 -2.775 -1.367 0.981 0.008
H 3.2608 1.0782 -0.0242 0.665 -0.599 -1.766 0.000
C 2.7276 -0.8876 -3.3673 -0.459 0.574 0.314 0.029
H -1.9152 -0.9681 2.9669 -2.510 -1.434 0.985 0.005
H 0.7598 -1.1646 -2.5996 0.398 0.762 0.043 0.004
H -2.2054 1.3222 3.3689 -0.693 -0.178 1.547 0.000
C 4.2147 0.4836 -1.9690 0.592 -0.373 1.038 0.010
C -1.5931 -0.1186 0.4396 -0.039 -1.274 -0.880 0.011
H -2.0572 1.7396 -0.7785 0.419 0.599 0.447 0.002
C -2.3864 -1.4612 0.6379 0.005 0.563 0.749 0.001
H -2.7380 1.8462 1.7053 0.637 -0.281 1.260 0.001
H -2.8896 -1.7238 -0.2978 -0.153 0.282 0.333 0.000
H -2.8326 0.2519 -1.1646 0.174 -0.263 -0.914 0.000
C 3.2057 0.5405 -1.0445 0.776 2.443 3.137 0.144
C 1.7142 -0.6244 -2.4339 -0.909 -3.166 -3.308 0.111
O -0.5551 -0.5015 -0.3900 1.817 0.367 -0.076 0.139
C -1.8975 1.5876 2.4093 0.719 2.270 -2.812 0.013
H -0.4030 -0.3619 3.7059 -0.926 -0.044 -0.379 0.002
H 5.2481 0.8998 -1.8541 -1.280 -0.223 0.202 -0.004
B 0.7112 0.0750 -0.1176 2.546 -1.108 -3.604 0.375
H 4.7877 -0.3871 -3.6966 1.509 -0.569 -1.731 0.014
C 1.9316 0.0007 -1.2346 -3.124 0.670 3.676 0.165
```
Positions in Å, forces in eV/Å.

- <S²> = 2.02
- strongest force on any atom (eV/A) = 4.99
- electronic energy (Ha) = -965.57252
- 2S+1 = 3
- gap between HOMO and LUMO (alpha / beta) (eV) = 4.51 / 4.03
- HOMO energy (alpha / beta) (eV) = -4.0616 / -8.0288
- total charge = 0